1.
A gas-phase ion, C11H23N2P (charge +2) in a non-equilibrium geometry. Source: the Open Molecules 2025 dataset; level of theory: wB97M-V/def2-TZVPD.

Last column: Löwdin charge in e.
Element x y z (Å)
C 2.855636 -1.476552 1.318107  -0.084
C 1.437492 -0.955483 1.005567  -0.483
P 0.601702 -0.006273 2.290313  0.961
C 1.012464 -1.461170 -0.210052  -0.065
C -0.389001 -1.362369 -0.539565  -0.156
C -1.304022 -0.393239 -0.494301  -0.080
C -1.230807 1.021302 -0.192184  -0.081
C -0.168822 1.850356 -0.124031  -0.100
N -0.222173 3.307600 0.273849  -0.130
C 0.292092 3.503573 1.670676  -0.013
C 0.642396 4.088208 -0.793300  0.073
N -1.027209 -2.688293 -1.151773  -0.140
C -2.129115 -3.249103 -0.402705  0.045
C -1.192788 -2.719674 -2.571876  0.013
H 3.303917 -0.920662 2.104741  0.062
H 3.367462 -1.474739 0.369179  0.084
H 2.886331 -2.480836 1.720875  0.097
H 0.594157 -1.026200 3.221645  -0.057
H -0.728360 -0.279763 1.864067  -0.064
H 1.549482 -2.303257 -0.697460  0.142
H -2.346858 -0.565446 -0.665572  0.125
H -2.229175 1.537277 -0.082847  0.150
H 0.853538 1.600736 -0.357766  0.124
H -1.229176 3.613009 0.116712  0.210
H 0.047933 4.499682 2.051536  0.121
H -0.082474 2.839646 2.395747  0.052
H 1.342575 3.429816 1.771484  0.100
H 1.601290 3.678129 -0.862928  0.085
H 0.206566 4.406949 -1.719361  0.110
H 0.721615 4.959689 -0.120043  0.107
H -0.208871 -3.206843 -0.997500  0.129
H -2.393030 -2.674654 0.430818  0.097
H -2.885676 -3.294833 -1.139793  0.107
H -1.821478 -4.175503 -0.006999  0.116
H -1.515967 -1.776822 -2.972152  0.119
H -0.291430 -2.881486 -3.152851  0.126
H -1.752642 -3.569107 -2.791960  0.099

Forces on atoms 1 to 6 (eV/Å):
-1.15 0.36 0.05
1.23 -2.46 -1.32
-0.58 0.36 -0.64
-1.34 -0.09 1.57
-1.47 -0.20 -1.71
-0.23 0.99 0.19

As for the net charge: +2. The relative energy (zero: lowest compared OMol25 entry of this formula, charge and spin) comes out at 1.8 kcal per mole. Its maximum force is 4.56 eV/Å. Its structure (SMILES) is C/C(P)=C/C(=C\C=C\[NH+](C)C)[NH+](C)C. The calculation puts the HOMO-LUMO gap at 8.296 eV. The value obtained for the HOMO energy is -15.43 eV. For the LUMO energy, the calculation gives -7.13 eV.

=====

2.
2 unconnected molecules or ions with the total composition C55H67N2O2 in a non-equilibrium geometry. Source: the Open Molecules 2025 dataset; level of theory: wB97M-V/def2-TZVPD.

Last column: Löwdin charge in e.
Element x y z (Å)
C 1.351585 -0.876682 -9.742467  -0.072
O 2.365450 -0.737760 -8.765526  -0.049
C 1.933868 -0.219990 -7.547963  -0.194
C 2.902382 0.125305 -6.585680  0.026
C 2.556940 0.728966 -5.406261  0.002
C 1.205804 0.999585 -5.103786  -0.206
C 0.863873 1.738575 -3.934334  0.053
C -0.436734 2.003307 -3.554261  -0.071
C -0.840865 2.937934 -2.620792  0.058
C -2.228613 3.167079 -2.334974  -0.210
C -2.724141 4.446261 -2.006909  -0.003
C -4.069204 4.667549 -1.878934  0.023
C -5.002443 3.623434 -2.008296  -0.199
O -6.350879 3.928802 -1.844589  -0.056
C -7.218038 2.816032 -1.768849  -0.074
C -4.509543 2.342776 -2.298826  0.009
C -3.171855 2.129673 -2.474685  -0.008
C 0.232523 0.578930 -6.039098  0.015
C 0.584829 -0.008994 -7.221937  0.006
H 1.788537 -1.246970 -10.674159  0.106
H 0.597643 -1.591272 -9.406846  0.096
H 0.888080 0.095100 -9.927355  0.103
H 3.934065 -0.090148 -6.806728  0.129
H 3.318420 0.996788 -4.691377  0.124
H 1.667219 2.221159 -3.403432  0.133
H -1.216639 1.492033 -4.083522  0.099
H -0.094025 3.567841 -2.171258  0.129
H -2.038100 5.270279 -1.921447  0.124
H -4.448927 5.660749 -1.709240  0.128
H -8.224768 3.169181 -1.528323  0.105
H -7.247327 2.297348 -2.728627  0.097
H -6.877117 2.138701 -0.982816  0.102
H -5.196895 1.524696 -2.409180  0.109
H -2.823204 1.146424 -2.724942  0.093
H -0.812148 0.734210 -5.838178  0.115
H -0.178642 -0.319467 -7.913453  0.109
C -1.713305 -0.817983 -0.951937  -0.051
C -1.711089 -2.344229 -1.143172  -0.495
C -2.894808 -2.928414 -0.338387  -0.033
C -1.964581 -2.630774 -2.641496  -0.045
C -0.382456 -3.041206 -0.741544  -0.089
C -0.364978 -4.412520 -0.943872  -0.048
C 0.789996 -5.136183 -0.823202  -0.052
C 1.964093 -4.490673 -0.535074  -0.048
C 2.045559 -3.124474 -0.286135  -0.059
C 3.518836 -2.586566 -0.289349  -0.481
C 3.880886 -1.382519 0.606023  -0.054
C 3.853647 -2.223074 -1.741853  -0.041
C 4.506668 -3.699367 0.163672  -0.064
C 0.812561 -2.394500 -0.315432  -0.043
N 0.700494 -1.068294 0.266232  0.015
C 0.097489 -0.718553 1.497025  -0.228
C -0.860127 -1.462434 2.182032  -0.056
C -1.614622 -0.982691 3.310414  -0.223
C -2.006622 0.363866 3.385517  -0.048
C -2.620104 0.863864 4.508894  -0.083
C -2.875490 0.039016 5.589554  -0.093
C -2.551661 -1.305726 5.521951  -0.092
C -1.956357 -1.819614 4.391114  -0.048
N 0.781744 0.422222 1.963769  0.035
C 0.857172 0.971903 3.300146  -0.062
C 1.310251 0.172772 4.393115  -0.057
C 2.050725 -1.200114 4.378468  -0.476
C 1.685600 -2.032302 5.638183  -0.046
C 3.554974 -0.888543 4.420960  -0.038
C 1.773144 -2.129785 3.190337  -0.053
C 1.306311 0.752652 5.650185  -0.039
C 0.909924 2.042616 5.871898  -0.046
C 0.513510 2.816661 4.815374  -0.053
C 0.452123 2.321266 3.520324  -0.089
C -0.006869 3.380363 2.464064  -0.480
C -1.316326 4.060330 2.937689  -0.047
C -0.284047 2.878222 1.018971  -0.060
C 1.088483 4.465229 2.391332  -0.041
C 1.625819 0.858848 0.928598  -0.085
C 1.486500 0.029091 -0.124215  -0.096
H -0.870251 -0.357471 -1.468841  0.075
H -2.640200 -0.390403 -1.337044  0.066
H -1.666468 -0.554443 0.102269  0.065
H -2.990623 -4.003633 -0.484692  0.077
H -2.783027 -2.743834 0.728133  0.073
H -3.838824 -2.480966 -0.651565  0.087
H -1.984912 -3.703210 -2.837532  0.077
H -2.920080 -2.218911 -2.971528  0.082
H -1.176684 -2.196350 -3.256147  0.081
H -1.268968 -4.926933 -1.221185  0.106
H 0.785978 -6.198857 -1.002085  0.112
H 2.852185 -5.093942 -0.519112  0.096
H 3.636740 -1.546544 1.649833  0.057
H 4.956161 -1.204848 0.568070  0.090
H 3.447726 -0.452455 0.266161  0.039
H 3.640340 -3.061580 -2.401206  0.089
H 3.270884 -1.372483 -2.089296  0.062
H 4.908968 -1.979420 -1.839906  0.089
H 4.648561 -4.446492 -0.616316  0.076
H 5.491400 -3.277872 0.368223  0.085
H 4.162672 -4.195604 1.073238  0.093
H -0.954986 -2.502895 1.924628  0.111
H -1.798075 1.004894 2.547909  0.090
H -2.888462 1.907976 4.555885  0.095
H -3.341973 0.442621 6.474512  0.099
H -2.771221 -1.949207 6.359802  0.103
H -1.669598 -2.857174 4.363101  0.109
H 0.608884 -2.028044 5.813806  0.082
H 2.002790 -3.068996 5.519173  0.089
H 2.184346 -1.655227 6.529860  0.073
H 3.860497 -0.278666 3.571789  0.082
H 3.801988 -0.339349 5.327937  0.085
H 4.141236 -1.805086 4.419116  0.090
H 1.861340 -1.605128 2.248619  0.044
H 2.487568 -2.953224 3.156890  0.095
H 0.780238 -2.570550 3.262302  0.077
H 1.655757 0.188082 6.493786  0.104
H 0.923048 2.445118 6.869479  0.112
H 0.245678 3.839694 5.016056  0.103
H -1.226322 4.470568 3.940828  0.073
H -1.581576 4.894072 2.285436  0.084
H -2.150232 3.360861 2.935426  0.072
H 0.628376 2.854130 0.423898  0.054
H -0.739385 1.888844 1.002358  0.071
H -0.958224 3.560249 0.494060  0.072
H 2.036315 4.035263 2.069407  0.081
H 0.818599 5.260292 1.694252  0.086
H 1.248294 4.920322 3.368944  0.082
H 2.254745 1.729753 0.986778  0.131
H 1.954595 0.141241 -1.086630  0.112

Forces on atoms 1 to 6 (eV/Å):
-0.46 -0.12 -0.48
-0.32 0.90 2.37
0.56 -0.36 -0.93
0.33 -0.30 -0.52
-0.30 -0.05 -0.15
-0.10 -0.06 0.13

As for the net charge: +1. The relative energy (zero: lowest compared OMol25 entry of this formula, charge and spin) comes out at 26.8 kcal per mole. Its maximum force is 2.55 eV/Å. The calculation puts the HOMO-LUMO gap at 2.772 eV. The value obtained for the HOMO energy is -8.02 eV. For the LUMO energy, the calculation gives -5.25 eV.

=====

3.
C14H12BNO5 in the gas phase in a non-equilibrium geometry. Source: the Open Molecules 2025 dataset; level of theory: wB97M-V/def2-TZVPD.

Last column: Löwdin charge in e.
Element x y z (Å)
O 1.348724 3.364644 -4.350478  0.041
C 1.504559 3.134392 -3.107204  -0.378
O 2.467258 3.744047 -2.309057  0.042
C 0.560829 2.135963 -2.433591  -0.116
C 1.087741 1.283504 -1.478671  0.011
C 0.299966 0.471602 -0.740304  -0.189
N 0.933545 -0.376686 0.222398  0.142
C 0.215555 -1.415730 0.795300  -0.420
O -0.854732 -1.812132 0.413453  0.065
C 0.669255 -2.063882 2.062680  -0.127
C 1.962071 -2.103921 2.542327  -0.052
C 2.299405 -2.668091 3.771386  -0.090
C 1.264576 -3.039234 4.537992  -0.137
C -0.057529 -2.945465 4.241637  -0.066
C -0.361287 -2.480438 2.962459  0.005
C -1.057842 0.347280 -1.082554  0.037
C -1.603901 1.097494 -2.098329  -0.060
B -3.146949 1.369681 -2.548432  -0.579
O -4.169624 1.032220 -1.690247  0.176
O -3.501917 2.145397 -3.603487  0.162
C -0.775609 1.985232 -2.765156  0.006
H 3.093947 4.253204 -3.007273  0.196
H 2.137884 1.233718 -1.380622  0.117
H 1.891886 -0.111523 0.617200  0.178
H 2.771553 -1.690329 1.930916  0.108
H 3.389815 -2.839632 3.984802  0.130
H 1.540497 -3.460298 5.517732  0.117
H -0.808040 -3.291708 4.890862  0.095
H -1.405409 -2.566641 2.628317  0.122
H -1.783357 -0.303783 -0.610488  0.108
H -4.179142 0.445956 -0.966909  0.077
H -4.464481 2.393409 -3.520792  0.145
H -1.269247 2.731749 -3.425867  0.136

Forces on atoms 1 to 6 (eV/Å):
1.24 -0.35 4.80
-1.24 0.49 -3.82
0.61 0.37 -3.51
1.05 0.50 -0.02
0.36 1.04 -0.63
-0.66 -2.07 0.32

Its maximum force is 4.97 eV/Å. Its structure (SMILES) is O=C(O)c1cc(NC(=O)c2ccccc2)cc(B(O)O)c1. The calculation puts the HOMO-LUMO gap at 9.259 eV. The value obtained for the HOMO energy is -8.86 eV. For the LUMO energy, the calculation gives 0.40 eV.

=====

4.
C5H10N4OS in the gas phase in a non-equilibrium geometry. Source: the Open Molecules 2025 dataset; level of theory: wB97M-V/def2-TZVPD.

Last column: Löwdin charge in e.
Element x y z (Å)
C 0.027263 0.408286 2.502764  -0.015
C 0.153782 0.595367 1.047043  -0.368
N 0.466006 1.752717 0.567616  0.119
N 0.484986 1.636571 -0.781525  -0.219
C 0.670953 2.840024 -1.586001  -0.021
C 0.256487 0.395310 -1.166791  -0.007
C -0.070164 -0.399064 0.079662  -0.205
S -0.648943 -2.031073 0.233672  0.591
N -2.081448 -2.129393 -0.291756  -0.236
N 0.363315 -2.618288 -0.943275  -0.088
O -0.276610 -2.435617 1.536843  -0.314
H -0.537560 1.175209 2.917534  0.064
H -0.193054 -0.624236 2.700372  0.058
H 0.955580 0.594310 2.985597  0.077
H 1.613245 3.273369 -1.123702  0.101
H 0.841156 2.554194 -2.704640  0.120
H -0.172825 3.561530 -1.432573  0.095
H 0.114508 0.059419 -2.130454  0.091
H -2.740562 -2.652612 0.362006  0.047
H 0.122935 -2.396585 -1.883569  0.055
H 0.650951 -3.559438 -0.888823  0.054

Forces on atoms 1 to 6 (eV/Å):
1.25 -0.79 -0.50
-0.78 -1.93 0.82
0.47 1.95 -1.08
-0.27 -0.38 0.19
1.40 0.14 -0.42
-1.74 -2.32 4.32

The relative energy (zero: lowest compared OMol25 entry of this formula, charge and spin) comes out at 5.8 kcal per mole. Its maximum force is 5.20 eV/Å. Its structure (SMILES) is Cc1nn(C)cc1[S@@](=N)(N)=O. The calculation puts the HOMO-LUMO gap at 9.270 eV. The value obtained for the HOMO energy is -8.60 eV. For the LUMO energy, the calculation gives 0.67 eV.

=====

5.
C2H2O2 in the gas phase in a non-equilibrium geometry. Source: the Open Molecules 2025 dataset; level of theory: wB97M-V/def2-TZVPD.

Last column: Löwdin charge in e.
Element x y z (Å)
O -1.426474 -0.785498 -0.916764  -0.078
C -0.643695 -0.283936 0.182608  -0.045
C 0.785752 0.133381 0.069874  -0.175
O 1.169132 1.332313 0.403690  0.012
H -1.307731 0.311620 0.824424  0.113
H 1.423015 -0.707880 -0.563831  0.174

Cartesian forces, eV/Å:
6.08 2.47 6.94
-6.45 -0.36 -6.77
3.03 2.71 -0.96
-2.15 -6.57 -1.51
0.45 -0.64 0.62
-0.95 2.40 1.67

The relative energy (zero: lowest compared OMol25 entry of this formula, charge and spin) comes out at 59.5 kcal per mole. Its maximum force is 9.55 eV/Å. Its structure (SMILES) is O=CC=O. The calculation puts the HOMO-LUMO gap at 8.794 eV. The value obtained for the HOMO energy is -10.98 eV. For the LUMO energy, the calculation gives -2.18 eV.

=====

Number 5 is which compound? C2H2O2

=====

What is the LUMO energy in the second record? -5.25 eV

=====

What is the HOMO-LUMO gap in the fifth record? 8.794 eV

=====

Repeat the fifth record exactly.
C2H2O2 in the gas phase in a non-equilibrium geometry. Source: the Open Molecules 2025 dataset; level of theory: wB97M-V/def2-TZVPD.

Last column: Löwdin charge in e.
Element x y z (Å)
O -1.426474 -0.785498 -0.916764  -0.078
C -0.643695 -0.283936 0.182608  -0.045
C 0.785752 0.133381 0.069874  -0.175
O 1.169132 1.332313 0.403690  0.012
H -1.307731 0.311620 0.824424  0.113
H 1.423015 -0.707880 -0.563831  0.174

Cartesian forces, eV/Å:
6.08 2.47 6.94
-6.45 -0.36 -6.77
3.03 2.71 -0.96
-2.15 -6.57 -1.51
0.45 -0.64 0.62
-0.95 2.40 1.67

The relative energy (zero: lowest compared OMol25 entry of this formula, charge and spin) comes out at 59.5 kcal per mole. Its maximum force is 9.55 eV/Å. Its structure (SMILES) is O=CC=O. The calculation puts the HOMO-LUMO gap at 8.794 eV. The value obtained for the HOMO energy is -10.98 eV. For the LUMO energy, the calculation gives -2.18 eV.